1.
C23H25I2N4O2W as an isolated structure. Source: OMol25; level of theory: wB97M-V/def2-TZVPD.

Cartesian coordinates (Å):
W  -0.260  -1.182  -1.236
I  5.208  -5.558  1.230
C  3.997  -3.998  0.557
C  4.526  -2.713  0.432
C  3.732  -1.675  -0.021
I  4.465  0.263  -0.292
C  2.391  -1.918  -0.346
O  1.572  -0.968  -0.808
C  1.857  -3.221  -0.201
C  0.403  -3.390  -0.562
N  -0.485  -2.604  0.340
C  -1.866  -3.135  0.494
C  -2.745  -2.715  -0.657
C  -3.974  -3.286  -0.893
C  -4.772  -2.782  -1.916
C  -4.318  -1.695  -2.659
C  -3.084  -1.163  -2.373
N  -2.282  -1.673  -1.397
C  2.657  -4.251  0.238
H  5.562  -2.527  0.682
H  0.124  -4.441  -0.605
H  0.219  -2.953  -1.643
H  -0.054  -2.516  1.260
H  -2.287  -2.710  1.408
H  -1.859  -4.220  0.610
H  -4.317  -4.106  -0.275
H  -5.741  -3.221  -2.118
H  -4.922  -1.258  -3.442
H  -2.709  -0.302  -2.911
H  2.265  -5.257  0.328
C  -1.325  4.633  2.982
C  0.116  4.765  2.492
N  0.444  3.827  1.418
C  1.488  2.839  1.664
C  1.061  1.617  2.487
C  -0.091  4.108  0.189
O  -0.696  5.119  -0.066
C  0.066  3.035  -0.878
C  0.763  3.212  -2.070
C  0.866  2.156  -2.981
C  0.270  0.963  -2.668
N  -0.476  0.810  -1.537
C  -0.606  1.840  -0.680
H  -1.497  5.355  3.778
H  -1.511  3.630  3.373
H  -2.033  4.846  2.183
H  0.818  4.616  3.310
H  0.243  5.783  2.117
H  2.280  3.337  2.226
H  1.924  2.516  0.720
H  0.483  1.917  3.361
H  1.960  1.100  2.831
H  0.464  0.908  1.904
H  1.220  4.169  -2.293
H  1.400  2.280  -3.914
H  0.343  0.092  -3.333
H  -1.275  1.708  0.161

DFT total energy: -52309.942 eV
Strongest force on any atom: 0.0521 Eh/bohr
HOMO level (alpha / beta): -16.32 / -16.35 eV
Total charge: +3
Gap between HOMO and LUMO (alpha / beta): 0.159 / 0.162 Eh
Energy relative to the best compared isomer or geometry (same formula, charge and spin): 63.7 kJ/mol
E_LUMO (alpha / beta): -0.440 / -0.439 hartree

Mulliken atomic charge list, values in e, 6 entries: number 1, W, carries 1.40; number 2, I, carries 0.29; number 3, C, carries -0.49; number 4, C, carries -0.06; number 5, C, carries -0.50; number 6, I, carries 0.17

2.
C50H53N3O3PbSTe as an isolated structure. Source: OMol25; level of theory: wB97M-V/def2-TZVPD.

Cartesian coordinates (Å):
Pb  -1.275  2.246  -0.891
C  -3.627  2.318  -2.232
C  -3.942  2.026  -0.892
C  -3.545  3.128  -0.088
C  -3.071  4.161  -0.981
C  -3.118  3.652  -2.295
C  -2.923  4.443  -3.558
C  -2.883  5.599  -0.591
C  -3.941  3.357  1.349
C  -4.642  0.784  -0.420
C  -4.035  1.477  -3.402
H  -2.618  3.809  -4.392
H  -2.169  5.224  -3.447
H  -3.857  4.936  -3.843
H  -2.396  6.172  -1.379
H  -2.293  5.715  0.321
H  -3.857  6.066  -0.415
H  -3.386  2.725  2.049
H  -5.002  3.142  1.485
H  -3.772  4.394  1.637
H  -4.155  -0.123  -0.790
H  -5.677  0.773  -0.776
H  -4.656  0.731  0.669
H  -3.505  1.755  -4.313
H  -5.107  1.596  -3.595
H  -3.847  0.422  -3.212
O  2.294  -0.741  -0.536
S  1.489  -0.124  0.478
O  0.210  -2.288  0.717
N  1.108  1.355  0.297
C  2.167  2.335  0.307
C  3.424  2.114  0.824
C  4.444  3.084  0.816
C  4.224  4.312  0.281
C  2.959  4.599  -0.275
C  2.701  5.859  -0.864
C  1.495  6.117  -1.438
C  0.528  5.102  -1.408
N  0.715  3.930  -0.852
C  1.923  3.631  -0.275
C  2.154  -0.505  2.069
C  1.223  -0.184  3.187
C  1.682  -0.456  4.645
C  2.931  -1.288  4.698
C  3.634  -1.631  3.618
C  3.254  -1.228  2.248
H  3.661  1.155  1.258
H  5.408  2.832  1.237
H  4.998  5.069  0.259
H  3.485  6.608  -0.852
H  1.273  7.067  -1.905
H  -0.448  5.260  -1.862
H  0.786  0.809  3.063
H  1.789  0.429  5.276
H  3.267  -1.606  5.680
H  4.527  -2.235  3.719
H  3.880  -1.521  1.410
C  6.577  -4.240  0.981
C  5.151  -4.037  0.536
C  4.857  -3.417  -0.669
C  3.544  -3.237  -1.111
C  3.338  -2.584  -2.456
C  2.509  -3.679  -0.287
Te  0.406  -3.609  -0.909
N  -0.014  -0.929  0.501
C  -1.137  -0.447  1.330
O  -1.936  0.283  0.807
C  -1.152  -0.787  2.769
C  -2.105  -0.308  3.570
C  -1.902  -0.205  5.024
C  -0.763  -0.565  5.620
C  0.344  -1.251  4.879
C  0.131  -1.264  3.351
C  -1.276  -2.527  -1.856
C  -1.093  -1.895  -3.085
C  0.253  -1.413  -3.569
C  -2.205  -1.714  -3.908
C  -3.467  -2.146  -3.535
C  -4.640  -2.049  -4.478
C  -3.627  -2.698  -2.267
C  -2.553  -2.913  -1.409
C  -2.825  -3.543  -0.062
C  2.768  -4.346  0.924
C  1.698  -4.950  1.807
C  4.094  -4.505  1.309
H  7.256  -3.575  0.448
H  6.896  -5.266  0.784
H  6.688  -4.063  2.052
H  5.670  -3.070  -1.302
H  4.057  -2.974  -3.177
H  3.478  -1.504  -2.385
H  2.340  -2.762  -2.839
H  -3.013  0.099  3.137
H  -2.695  0.247  5.608
H  -0.637  -0.410  6.687
H  0.509  -2.239  5.318
H  0.442  -2.203  2.921
H  0.912  -1.176  -2.738
H  0.136  -0.517  -4.181
H  0.738  -2.167  -4.194
H  -2.067  -1.242  -4.876
H  -4.361  -1.559  -5.410
H  -5.467  -1.493  -4.031
H  -5.013  -3.047  -4.718
H  -4.620  -3.002  -1.944
H  -3.856  -3.892  -0.011
H  -2.677  -2.827  0.747
H  -2.169  -4.391  0.133
H  0.834  -4.301  1.926
H  2.106  -5.164  2.796
H  1.345  -5.893  1.385
H  4.307  -5.022  2.241

DFT total energy: -86688.160 eV
2S+1: 2
Strongest force on any atom: 0.0143 Eh/bohr
HOMO level (alpha / beta): -9.50 / -10.10 eV
Total charge: +1
Gap between HOMO and LUMO (alpha / beta): 0.235 / 0.248 Eh
E_LUMO (alpha / beta): -0.114 / -0.123 hartree

Mulliken atomic charge list, values in e, 6 entries: number 1, Pb, carries 1.11; number 2, C, carries 0.64; number 3, C, carries 0.72; number 4, C, carries 0.81; number 5, C, carries 0.55; number 6, C, carries 0.18

3.
One molecule with the formula C20H23ClN4OS2. Source: OMol25; level of theory: wB97M-V/def2-TZVPD.

Cartesian coordinates (Å):
C  -7.149  -2.606  -1.211
C  -5.669  -2.245  -1.280
C  -4.979  -2.271  0.085
C  -5.545  -1.289  1.113
C  -5.507  0.178  0.687
C  -4.087  0.687  0.456
C  -4.070  2.159  0.173
O  -5.041  2.873  0.098
N  -2.818  2.731  -0.016
C  -1.582  2.163  0.019
N  -1.301  0.923  0.215
C  0.034  0.676  0.195
C  0.512  -0.716  0.408
C  0.825  1.776  -0.029
C  2.256  1.858  -0.105
C  2.966  3.002  -0.338
S  4.658  2.682  -0.350
C  4.283  0.990  -0.034
N  5.186  -0.011  0.109
C  6.569  -0.049  0.061
C  7.178  -1.293  0.261
C  8.549  -1.428  0.231
C  9.340  -0.313  -0.002
Cl  11.060  -0.473  -0.042
C  8.756  0.927  -0.202
C  7.381  1.060  -0.171
N  3.020  0.738  0.063
S  -0.172  3.197  -0.224
H  -7.566  -2.678  -2.213
H  -7.284  -3.564  -0.713
H  -7.710  -1.851  -0.666
H  -5.161  -2.961  -1.931
H  -5.558  -1.259  -1.734
H  -5.066  -3.279  0.498
H  -3.915  -2.071  -0.057
H  -6.578  -1.559  1.335
H  -4.975  -1.401  2.039
H  -6.094  0.327  -0.219
H  -5.969  0.784  1.469
H  -3.614  0.178  -0.386
H  -3.459  0.495  1.328
H  -2.844  3.728  -0.199
H  -0.344  -1.362  0.574
H  1.070  -1.058  -0.461
H  1.181  -0.756  1.265
H  2.598  3.994  -0.499
H  4.737  -0.901  0.286
H  6.561  -2.162  0.442
H  9.006  -2.393  0.386
H  9.375  1.791  -0.382
H  6.954  2.035  -0.330

DFT total energy: -63315.545 eV
Strongest force on any atom: 0.0241 Eh/bohr
HOMO level: -7.66 eV
SMILES: CCCCCCC(=O)Nc1nc(C)c(-c2csc(Nc3ccc(Cl)cc3)n2)s1
Gap between HOMO and LUMO: 0.294 Eh
Energy relative to the best compared isomer or geometry (same formula, charge and spin): 18.3 kJ/mol
E_LUMO: 0.012 hartree

Mulliken atomic charge list, values in e, 6 entries: number 1, C, carries -1.24; number 2, C, carries -0.36; number 3, C, carries -0.58; number 4, C, carries -0.93; number 5, C, carries -0.72; number 6, C, carries -0.34

4.
One molecule with the formula C15H18N4O3S3. Source: OMol25; level of theory: wB97M-V/def2-TZVPD.

Cartesian coordinates (Å):
C  -1.225  -5.743  -1.895
C  -2.425  -5.348  -2.731
S  -2.134  -3.810  -3.685
C  -2.272  -2.600  -2.466
N  -1.962  -1.372  -2.682
N  -2.170  -0.564  -1.657
C  -2.652  -1.153  -0.613
S  -3.012  -0.386  0.894
C  -2.762  1.372  0.446
C  -1.769  2.046  1.382
O  -2.159  2.873  2.183
N  -0.475  1.675  1.300
C  0.485  2.275  2.206
C  1.545  3.052  1.418
N  2.180  2.167  0.470
C  3.415  1.605  0.555
O  3.728  0.652  -0.145
C  4.425  2.170  1.466
C  5.633  1.589  1.766
C  6.309  2.486  2.618
C  5.476  3.552  2.771
O  4.338  3.374  2.085
C  1.222  1.579  -0.444
C  0.144  0.805  0.325
S  -2.903  -2.876  -0.821
H  -0.349  -5.872  -2.525
H  -1.006  -4.986  -1.145
H  -1.430  -6.681  -1.384
H  -2.633  -6.096  -3.496
H  -3.317  -5.198  -2.124
H  -2.469  1.399  -0.600
H  -3.725  1.864  0.586
H  0.969  1.480  2.786
H  -0.059  2.939  2.879
H  1.060  3.864  0.863
H  2.270  3.482  2.102
H  5.972  0.639  1.409
H  7.279  2.359  3.051
H  5.574  4.467  3.323
H  1.759  0.905  -1.112
H  0.756  2.381  -1.025
H  -0.580  0.417  -0.388
H  0.613  -0.036  0.850

DFT total energy: -60455.020 eV
Strongest force on any atom: 0.0359 Eh/bohr
HOMO level: -8.46 eV
SMILES: CCSc1nnc(SCC(=O)N2CCN(C(=O)c3ccco3)CC2)s1
Gap between HOMO and LUMO: 0.325 Eh
Energy relative to the best compared isomer or geometry (same formula, charge and spin): 0.0 kJ/mol
E_LUMO: 0.014 hartree

Mulliken atomic charge list, values in e, 6 entries: number 1, C, carries -0.88; number 2, C, carries -0.59; number 3, S, carries -0.06; number 4, C, carries 0.52; number 5, N, carries -0.92; number 6, N, carries 0.04

Copy entry 1 word for word.
C23H25I2N4O2W as an isolated structure. Source: OMol25; level of theory: wB97M-V/def2-TZVPD.

Cartesian coordinates (Å):
W  -0.260  -1.182  -1.236
I  5.208  -5.558  1.230
C  3.997  -3.998  0.557
C  4.526  -2.713  0.432
C  3.732  -1.675  -0.021
I  4.465  0.263  -0.292
C  2.391  -1.918  -0.346
O  1.572  -0.968  -0.808
C  1.857  -3.221  -0.201
C  0.403  -3.390  -0.562
N  -0.485  -2.604  0.340
C  -1.866  -3.135  0.494
C  -2.745  -2.715  -0.657
C  -3.974  -3.286  -0.893
C  -4.772  -2.782  -1.916
C  -4.318  -1.695  -2.659
C  -3.084  -1.163  -2.373
N  -2.282  -1.673  -1.397
C  2.657  -4.251  0.238
H  5.562  -2.527  0.682
H  0.124  -4.441  -0.605
H  0.219  -2.953  -1.643
H  -0.054  -2.516  1.260
H  -2.287  -2.710  1.408
H  -1.859  -4.220  0.610
H  -4.317  -4.106  -0.275
H  -5.741  -3.221  -2.118
H  -4.922  -1.258  -3.442
H  -2.709  -0.302  -2.911
H  2.265  -5.257  0.328
C  -1.325  4.633  2.982
C  0.116  4.765  2.492
N  0.444  3.827  1.418
C  1.488  2.839  1.664
C  1.061  1.617  2.487
C  -0.091  4.108  0.189
O  -0.696  5.119  -0.066
C  0.066  3.035  -0.878
C  0.763  3.212  -2.070
C  0.866  2.156  -2.981
C  0.270  0.963  -2.668
N  -0.476  0.810  -1.537
C  -0.606  1.840  -0.680
H  -1.497  5.355  3.778
H  -1.511  3.630  3.373
H  -2.033  4.846  2.183
H  0.818  4.616  3.310
H  0.243  5.783  2.117
H  2.280  3.337  2.226
H  1.924  2.516  0.720
H  0.483  1.917  3.361
H  1.960  1.100  2.831
H  0.464  0.908  1.904
H  1.220  4.169  -2.293
H  1.400  2.280  -3.914
H  0.343  0.092  -3.333
H  -1.275  1.708  0.161

DFT total energy: -52309.942 eV
Strongest force on any atom: 0.0521 Eh/bohr
HOMO level (alpha / beta): -16.32 / -16.35 eV
Total charge: +3
Gap between HOMO and LUMO (alpha / beta): 0.159 / 0.162 Eh
Energy relative to the best compared isomer or geometry (same formula, charge and spin): 63.7 kJ/mol
E_LUMO (alpha / beta): -0.440 / -0.439 hartree

Mulliken atomic charge list, values in e, 6 entries: number 1, W, carries 1.40; number 2, I, carries 0.29; number 3, C, carries -0.49; number 4, C, carries -0.06; number 5, C, carries -0.50; number 6, I, carries 0.17

The lowest strongest force on any atom belongs to which entry?
C50H53N3O3PbSTe